This record from the OMol25 dataset describes a molecular structure, C39H46CoN2P2Si2Te. The level of theory is ωB97M-V/def2-TZVPD.

The orbital gap (spin up / spin down) is 7.06 / 7.81 eV. For the calculated total energy, the calculation gives -123424.9175 eV. For the energy above the lowest of the compared OMol25 structures with the same formula, charge and spin, the calculation gives 62.2 kJ/mol. For the LUMO energy (spin up / spin down), the calculation gives -0.32 / 0.37 eV. For the highest occupied orbital energy (spin up / spin down), the calculation gives -7.37 / -7.44 eV. Its spin multiplicity is 2.

Positions of all 93 atoms, in Å:
Co (0.3362, 0.3865, 0.1843)
C (0.6032, 1.7301, 4.2068)
Si (-0.2764, 2.1369, 2.5678)
C (-1.3558, 3.6963, 2.8015)
C (1.1227, 2.5489, 1.2941)
N (-1.0146, 0.6680, 2.0837)
P (-2.0533, 0.4062, 0.8826)
C (-1.3340, -0.7785, -0.1692)
P (-0.9766, -0.5157, -1.8429)
N (0.4679, 0.2090, -1.9323)
Si (1.8306, -0.0902, -2.9496)
C (3.2005, 1.0038, -2.1845)
C (2.4040, -1.9181, -2.9004)
C (1.5118, 0.4061, -4.7694)
C (-1.0482, -2.1628, -2.6109)
C (-0.9800, -2.2784, -3.9943)
C (-1.0289, -3.5251, -4.5888)
C (-1.1566, -4.6592, -3.8009)
C (-1.2440, -4.5467, -2.4229)
C (-1.1859, -3.3000, -1.8274)
C (-2.2327, 0.3716, -2.8152)
C (-2.0020, 1.5920, -3.4323)
C (-3.0364, 2.2274, -4.0962)
C (-4.2964, 1.6554, -4.1377)
C (-4.5265, 0.4339, -3.5208)
C (-3.4946, -0.2089, -2.8649)
C (-2.7784, 1.9738, 0.2975)
C (-3.9701, 2.4286, 0.8463)
C (-4.4746, 3.6575, 0.4640)
C (-3.7864, 4.4363, -0.4525)
C (-2.5784, 3.9982, -0.9723)
C (-2.0708, 2.7696, -0.5910)
C (-3.4784, -0.5427, 1.4746)
C (-3.3155, -1.3232, 2.6108)
C (-4.2715, -2.2642, 2.9481)
C (-5.3806, -2.4440, 2.1365)
C (-5.5464, -1.6672, 0.9989)
C (-4.5979, -0.7194, 0.6642)
H (1.2214, 2.5681, 4.5060)
H (1.2434, 0.8581, 4.0987)
H (-0.1011, 1.5307, 5.0066)
H (-0.8598, 4.3845, 3.4765)
H (-2.3191, 3.4435, 3.2339)
H (-1.5430, 4.2188, 1.8681)
H (1.1545, 3.5842, 0.9680)
H (0.9820, 1.9283, 0.3666)
H (2.0977, 2.2946, 1.7095)
H (3.3347, 0.7860, -1.1262)
H (2.9602, 2.0584, -2.2750)
H (4.1539, 0.8447, -2.6765)
H (2.4315, -2.2964, -1.8812)
H (3.3966, -2.0439, -3.3242)
H (1.7228, -2.5494, -3.4625)
H (0.5535, 0.8995, -4.9005)
H (1.5210, -0.4710, -5.4094)
H (2.2819, 1.0811, -5.1300)
H (-0.8933, -1.3838, -4.5962)
H (-0.9743, -3.6183, -5.6648)
H (-1.1967, -5.6329, -4.2661)
H (-1.3659, -5.4355, -1.8183)
H (-1.2734, -3.1847, -0.7553)
H (-1.0115, 2.0237, -3.3972)
H (-2.8600, 3.1740, -4.5854)
H (-5.1026, 2.1603, -4.6509)
H (-5.5111, -0.0126, -3.5547)
H (-3.6436, -1.1710, -2.3886)
H (-4.4821, 1.8196, 1.5768)
H (-5.4071, 4.0088, 0.8792)
H (-4.1934, 5.3854, -0.7692)
H (-2.0368, 4.6109, -1.6792)
H (-1.1188, 2.4075, -0.9726)
H (-2.4294, -1.1639, 3.2080)
H (-4.1495, -2.8698, 3.8333)
H (-6.1120, -3.1979, 2.3826)
H (-6.4078, -1.8192, 0.3633)
H (-4.7154, -0.1129, -0.2277)
C (3.7040, -1.8984, 0.9383)
Te (1.8664, -0.9995, 1.7100)
C (1.1071, -2.9558, 1.1550)
C (2.2624, -3.8975, 1.2506)
C (2.0880, -5.2613, 1.4262)
C (3.1861, -6.1039, 1.4966)
C (4.4620, -5.5824, 1.3856)
C (4.6426, -4.2225, 1.2041)
C (3.5483, -3.3732, 1.1380)
H (4.5745, -1.5140, 1.4679)
H (3.8136, -1.6584, -0.1203)
H (0.7430, -2.8873, 0.1286)
H (0.2786, -3.2378, 1.8014)
H (1.0919, -5.6651, 1.5211)
H (3.0453, -7.1627, 1.6486)
H (5.3224, -6.2317, 1.4558)
H (5.6381, -3.8113, 1.1190)

Atom charges from the Löwdin analysis, given in e for atoms 1 to 5: atom 1 (Co): -0.025, atom 2 (C): -0.189, atom 3 (Si): 0.351, atom 4 (C): -0.163, atom 5 (C): -0.175